Entry 1:
Below is a 9-piece molecular cluster, C34H44Cl4F32O7 overall in a non-equilibrium geometry, with properties calculated with ωB97M-V with the def2-TZVPD basis set.

2S+1: 2
Total charge: +1
HOMO (spin up / spin down) in eV: -11.54 / -11.54
HOMO-LUMO gap (spin up / spin down) in eV: 9.15 / 3.18

Each line ends with the Löwdin charge.
CARTESIAN COORDINATES (ANGSTROEM)
C  -20.56  -33.68  16.67  -0.1025
C  -19.32  -33.07  16.09  -0.4567
C  -19.02  -33.80  14.73  -0.3648
F  -18.66  -35.06  14.69  0.1490
F  -19.87  -33.55  13.75  0.1059
F  -19.69  -31.76  15.93  0.1040
F  -18.33  -33.23  16.93  0.1879
O  -21.61  -33.82  15.76  -0.0164
C  -22.76  -34.57  16.19  -0.4958
C  -24.05  -34.19  15.37  -0.2209
F  -23.95  -34.08  14.01  0.0641
F  -25.08  -35.11  15.49  0.0698
F  -22.41  -35.78  16.02  0.2233
F  -22.84  -34.33  17.55  0.1190
H  -21.00  -33.03  17.42  0.1426
H  -20.39  -34.60  17.23  0.1549
H  -18.15  -33.25  14.37  0.1642
H  -24.40  -33.21  15.70  0.0971
C  -30.60  -26.11  7.35  -0.0894
C  -29.94  -26.85  8.47  -0.5180
C  -29.27  -28.17  7.97  -0.3174
F  -29.00  -29.14  8.86  0.0834
F  -30.16  -28.77  7.21  0.1429
F  -29.20  -26.00  9.18  0.1466
F  -30.94  -27.18  9.22  0.1510
O  -29.73  -25.84  6.28  0.0350
C  -30.25  -25.07  5.18  -0.4964
C  -29.14  -24.60  4.24  -0.3062
F  -28.63  -25.60  3.60  0.1507
F  -29.35  -23.59  3.29  0.0789
F  -31.22  -25.66  4.46  0.1556
F  -30.89  -24.00  5.63  0.1566
H  -31.15  -25.23  7.68  0.1538
H  -31.47  -26.68  7.02  0.1495
H  -28.35  -27.85  7.48  0.1716
H  -28.44  -24.20  4.97  0.1667
C  -21.40  -35.60  9.36  -0.0506
C  -21.38  -35.29  10.82  -0.5140
C  -21.31  -36.57  11.68  -0.3663
F  -20.35  -37.46  11.61  0.1359
F  -21.35  -36.33  12.98  0.1219
F  -20.34  -34.55  10.99  0.1720
F  -22.42  -34.54  11.24  0.1232
O  -21.39  -34.47  8.47  0.0283
C  -22.57  -34.15  7.73  -0.5372
C  -22.33  -33.03  6.69  -0.2925
F  -23.10  -33.02  5.53  0.0790
F  -22.38  -31.86  7.23  0.1498
F  -22.89  -35.34  7.23  0.1498
F  -23.53  -33.85  8.54  0.1791
H  -22.31  -36.19  9.27  0.1412
H  -20.67  -36.35  9.05  0.1620
H  -22.12  -37.27  11.46  0.1725
H  -21.30  -33.20  6.36  0.1720
C  -30.49  -27.58  12.59  0.0167
C  -29.48  -28.60  13.15  -0.4748
C  -29.79  -30.05  12.70  -0.3774
F  -30.75  -30.65  13.36  0.1534
F  -30.02  -30.05  11.40  0.1221
F  -28.27  -28.47  12.64  0.1160
F  -29.34  -28.55  14.48  0.1495
O  -30.04  -26.19  12.95  -0.0148
C  -30.85  -25.10  12.45  -0.4509
C  -30.03  -23.73  12.78  -0.3112
F  -30.56  -22.62  12.18  0.0719
F  -29.78  -23.51  14.03  0.1539
F  -31.06  -25.18  11.14  0.1474
F  -32.07  -25.09  13.08  0.1291
H  -31.42  -27.63  13.16  0.1486
H  -30.75  -27.65  11.54  0.1214
H  -28.88  -30.61  12.93  0.1531
H  -29.08  -23.77  12.23  0.1601
C  -19.74  -30.03  12.14  -0.1527
C  -20.47  -28.73  11.97  -0.1695
C  -21.49  -29.06  10.94  -0.2451
O  -20.98  -30.14  10.18  -0.1167
C  -20.32  -31.01  11.13  -0.1656
H  -19.93  -30.36  13.16  0.0936
H  -18.66  -29.94  12.00  0.1214
H  -19.83  -27.99  11.49  0.1232
H  -20.88  -28.34  12.90  0.0697
H  -21.72  -28.14  10.38  0.1266
H  -22.49  -29.23  11.34  0.0808
H  -19.65  -31.66  10.57  0.1282
H  -21.03  -31.67  11.62  0.0934
C  -25.49  -31.78  10.40  -0.1108
C  -26.60  -31.11  11.23  -0.1074
C  -25.71  -30.30  12.17  -0.1205
O  -24.56  -31.10  12.36  0.0884
C  -24.27  -32.00  11.30  -0.0522
H  -25.26  -31.14  9.54  0.1318
H  -25.90  -32.64  9.85  0.1207
H  -27.17  -31.91  11.69  0.1291
H  -27.29  -30.40  10.78  0.1183
H  -26.17  -29.90  13.08  0.1287
H  -25.34  -29.40  11.69  0.1446
H  -24.17  -32.99  11.75  0.1464
H  -23.29  -31.75  10.90  0.1522
C  -28.39  -35.19  8.16  -0.1617
C  -27.61  -35.82  7.08  -0.2115
C  -26.89  -37.12  7.46  -0.1654
O  -27.54  -37.43  8.71  -0.1458
C  -28.56  -36.48  9.10  -0.1638
H  -29.27  -34.70  7.74  0.1109
H  -27.95  -34.42  8.78  0.0818
H  -27.02  -35.06  6.57  0.1120
H  -28.23  -36.32  6.34  0.1160
H  -25.85  -36.91  7.71  0.1033
H  -27.02  -37.93  6.74  0.1209
H  -28.40  -36.04  10.09  0.0986
H  -29.58  -36.84  9.06  0.1108
C  -25.67  -26.99  14.28  -0.9596
Cl  -24.24  -27.21  13.18  0.5110
Cl  -25.57  -28.10  15.59  0.5739
H  -25.59  -25.96  14.62  0.0420
H  -26.54  -27.21  13.66  0.0036
C  -22.83  -30.22  15.00  -0.8412
Cl  -21.81  -28.78  15.46  0.5149
Cl  -23.98  -30.70  16.44  0.4484
H  -23.43  -29.80  14.20  -0.0511
H  -22.11  -31.02  14.80  0.0149

=====

Entry 2:
Below is C34H44ClN7OSW as an isolated structure in a non-equilibrium geometry, with properties calculated with ωB97M-V with the def2-TZVPD basis set.

2S+1: 3
Total charge: +2
Relative energy (zero: lowest compared OMol25 entry of this formula, charge and spin) in eV: 1.210
HOMO (spin up / spin down) in eV: -12.77 / -12.87
HOMO-LUMO gap (spin up / spin down) in eV: 6.16 / 5.40

Each line ends with the Löwdin charge.
CARTESIAN COORDINATES (ANGSTROEM)
W  -13.88  4.33  13.77  1.6712
C  -18.23  5.23  14.68  0.0313
C  -16.91  4.94  14.06  -0.2131
N  -15.69  5.13  14.59  -0.0751
C  -15.55  6.08  15.71  -0.1508
C  -14.39  5.56  16.58  -0.1732
N  -13.21  5.38  15.71  -0.1642
C  -12.36  6.63  15.59  -0.1318
C  -12.16  7.19  14.19  -0.1618
N  -13.11  6.55  13.22  -0.0793
C  -12.58  6.82  11.84  -0.2777
C  -11.27  5.46  10.09  -0.0618
N  -13.31  3.23  12.48  -0.1065
C  -13.89  2.73  11.40  -0.3257
C  -13.21  2.21  10.23  -0.0236
C  -15.34  3.02  11.41  -0.1573
C  -16.44  2.68  10.63  0.0353
C  -17.74  3.01  11.03  -0.0087
C  -17.98  3.67  12.21  0.0276
C  -16.87  4.13  12.88  -0.1845
N  -15.56  3.86  12.50  0.0183
H  -18.96  4.56  14.30  0.0691
H  -18.57  6.24  14.50  0.1113
H  -18.12  5.08  15.77  0.1131
H  -16.44  6.08  16.27  0.0962
H  -15.35  7.10  15.37  0.1360
H  -14.63  4.65  17.16  0.1361
H  -14.22  6.36  17.35  0.1426
H  -12.63  4.69  16.23  0.1224
H  -11.33  6.37  15.87  0.1401
H  -12.83  7.40  16.22  0.1266
H  -11.11  6.97  13.87  0.1244
H  -12.35  8.27  14.28  0.1383
H  -13.96  7.12  13.19  0.0391
H  -12.11  7.83  11.97  0.1827
H  -13.61  6.04  10.17  0.1286
H  -11.08  6.35  9.48  0.1417
H  -12.21  5.12  9.66  0.0929
H  -12.13  2.08  10.29  0.0955
H  -13.53  2.85  9.37  0.1042
H  -13.57  1.19  10.00  0.1102
H  -16.28  2.24  9.63  0.1404
H  -18.61  2.72  10.43  0.1370
H  -19.02  3.86  12.51  0.1348
C  -13.71  7.86  7.10  -0.0504
C  -13.18  8.17  8.52  -0.1983
N  -14.23  8.56  9.46  -0.1014
C  -15.01  9.77  9.21  -0.2202
C  -14.78  10.87  10.26  -0.0909
C  -14.48  7.86  10.64  -0.7554
S  -15.77  8.21  11.66  0.7092
N  -13.60  6.82  10.84  -0.0146
C  -11.36  5.90  11.53  -0.2842
O  -10.46  5.86  12.34  0.0973
C  -10.17  4.48  9.68  -0.2247
C  -9.11  4.16  10.51  -0.0467
C  -8.14  3.26  10.13  -0.0699
C  -8.09  2.78  8.82  -0.0538
C  -9.23  3.01  7.99  -0.0438
C  -10.35  3.70  8.55  -0.0666
H  -12.84  7.96  6.45  0.0864
H  -14.41  8.64  6.77  0.0712
H  -14.13  6.82  7.05  0.0907
H  -12.41  8.99  8.54  0.1480
H  -12.63  7.29  8.82  0.0686
H  -16.03  9.43  9.26  0.0987
H  -14.78  10.12  8.23  0.1019
H  -15.51  10.80  11.06  0.0249
H  -14.78  11.85  9.76  0.0864
H  -13.81  10.80  10.75  0.0767
H  -9.05  4.65  11.48  0.1044
H  -7.34  2.99  10.81  0.1094
H  -7.27  2.25  8.37  0.1046
H  -9.33  2.49  7.02  0.1137
H  -11.32  3.58  8.05  0.1041
Cl  -8.06  0.39  16.45  0.7125
C  -9.63  0.89  15.93  -0.6595
C  -10.08  0.82  14.62  -0.0967
C  -11.29  1.31  14.25  -0.0568
C  -12.13  1.98  15.15  -0.3075
C  -13.53  2.48  14.98  -0.2278
C  -11.73  1.94  16.49  -0.0580
C  -10.48  1.45  16.90  -0.0779
H  -9.36  0.55  13.83  0.1251
H  -11.63  1.14  13.24  0.0997
H  -13.98  2.62  15.95  0.0373
H  -14.12  1.70  14.47  0.0776
H  -12.39  2.31  17.27  0.1039
H  -10.18  1.37  17.92  0.1011

=====

Calculated total energy, respectively: -187336.99751, -73617.51471 eV.